The following is a quantum chemistry calculation of a cluster of 18 separate species, C54H89N21O3PSi in total at a distorted geometry, from the OMol25 dataset.

```
! RIJCOSX wB97M-V def2-TZVPD def2/J DEFGRID3
* xyz 1 1
C 5.009 -0.351 4.872
C 5.996 -0.016 3.735
C 5.201 0.665 2.589
C 4.875 2.128 2.978
C 4.697 3.009 1.697
C 3.303 3.636 1.590
C 2.176 2.618 1.697
C 1.192 2.819 2.636
N 0.151 1.996 2.793
Si -1.063 2.427 4.121
C -0.482 3.913 5.119
C -1.212 1.013 5.358
C -2.739 2.916 3.414
C 0.001 0.897 2.009
C -1.203 0.001 2.179
C -2.464 0.446 1.353
O -2.354 0.011 -0.003
C -3.735 -0.182 1.943
N -3.630 -1.638 2.094
C 0.975 0.625 1.027
P 0.901 -0.865 -0.155
N 1.932 -1.854 0.504
C 2.081 1.490 0.872
C 3.124 1.220 -0.196
O 3.835 0.268 -0.168
O 3.278 2.120 -1.202
H 5.481 -0.889 5.697
H 4.591 0.583 5.259
H 4.196 -0.966 4.475
H 6.432 -0.931 3.326
H 6.764 0.674 4.089
H 4.265 0.122 2.437
H 5.843 0.648 1.710
H 3.957 2.161 3.572
H 5.714 2.531 3.547
H 5.004 2.464 0.805
H 5.407 3.837 1.791
H 3.156 4.434 2.323
H 3.163 4.122 0.613
H 1.294 3.708 3.246
H -0.968 3.915 6.096
H 0.590 3.777 5.329
H -0.564 4.867 4.594
H -1.086 1.349 6.385
H -0.451 0.262 5.115
H -2.174 0.505 5.232
H -3.508 2.170 3.612
H -2.674 3.170 2.356
H -3.053 3.842 3.907
H -0.964 -0.999 1.818
H -1.513 -0.131 3.216
H -2.561 1.528 1.299
H -2.711 -0.883 -0.075
H -4.599 0.038 1.311
H -3.858 0.244 2.945
H -3.749 -1.950 3.044
H -2.804 -2.033 1.671
H 1.317 -0.682 -1.491
H -0.346 -1.494 -0.110
H 2.684 -2.092 -0.130
H 2.556 2.763 -1.211
C 7.952 -0.474 -0.794
C 8.018 0.430 0.353
N 8.068 1.134 1.258
H 8.743 -0.232 -1.501
H 8.077 -1.502 -0.464
H 6.987 -0.374 -1.288
C -0.377 2.493 -3.113
C -0.199 1.508 -2.053
N -0.059 0.735 -1.218
H -1.346 2.976 -2.999
H 0.407 3.248 -3.060
H -0.336 2.004 -4.086
C -4.252 3.044 -4.247
C -3.951 4.465 -4.422
N -3.713 5.581 -4.543
H -4.135 2.769 -3.200
H -5.273 2.836 -4.556
H -3.570 2.446 -4.853
C 0.845 1.275 -7.598
C -0.361 1.267 -6.770
N -1.317 1.260 -6.133
H 1.525 0.492 -7.268
H 0.581 1.098 -8.638
H 1.344 2.238 -7.518
C 7.265 -5.226 -0.397
C 7.734 -4.328 -1.451
N 8.101 -3.627 -2.282
H 6.380 -5.762 -0.736
H 8.045 -5.944 -0.148
H 7.014 -4.653 0.493
C -7.255 -0.261 -5.415
C -7.092 0.660 -4.292
N -6.963 1.372 -3.401
H -6.615 0.043 -6.242
H -6.987 -1.269 -5.105
H -8.291 -0.255 -5.748
C 1.613 -2.526 5.686
C 1.133 -1.654 6.754
N 0.760 -0.965 7.593
H 1.349 -2.109 4.714
H 2.695 -2.622 5.748
H 1.158 -3.508 5.794
C -3.454 5.508 -0.445
C -4.186 4.607 0.442
N -4.761 3.883 1.121
H -3.583 5.196 -1.480
H -3.828 6.524 -0.337
H -2.393 5.492 -0.199
C -7.504 2.197 2.987
C -6.700 1.511 3.996
N -6.047 0.974 4.773
H -7.339 1.732 2.017
H -8.562 2.137 3.236
H -7.204 3.242 2.935
C -4.748 -3.475 -6.283
C -5.949 -3.472 -5.451
N -6.893 -3.470 -4.799
H -4.050 -4.226 -5.919
H -5.015 -3.705 -7.313
H -4.271 -2.496 -6.247
C -5.938 7.392 -6.011
C -6.606 8.536 -6.630
N -7.130 9.433 -7.116
H -5.039 7.140 -6.568
H -5.661 7.633 -4.987
H -6.606 6.533 -6.006
C 9.362 -9.213 -1.048
C 9.401 -8.310 0.101
N 9.432 -7.604 1.005
H 10.156 -8.956 -1.746
H 9.497 -10.239 -0.715
H 8.401 -9.126 -1.553
C -0.077 -1.987 10.932
C -0.877 -2.904 11.742
N -1.503 -3.631 12.373
H -0.180 -2.235 9.877
H -0.413 -0.964 11.090
H 0.972 -2.064 11.214
C -3.348 -5.950 2.678
C -2.977 -4.973 1.657
N -2.686 -4.210 0.852
H -4.271 -6.450 2.389
H -2.558 -6.690 2.784
H -3.499 -5.448 3.631
C 4.601 3.394 -9.086
C 3.709 2.333 -9.552
N 3.013 1.497 -9.918
H 5.401 2.966 -8.485
H 5.035 3.912 -9.940
H 4.043 4.108 -8.484
C -8.200 -2.956 -1.582
C -8.508 -3.781 -0.415
N -8.749 -4.427 0.501
H -9.097 -2.439 -1.917
H -7.441 -2.219 -1.322
H -7.827 -3.580 -2.391
C -0.483 -6.079 9.815
C -0.130 -5.089 8.797
N 0.144 -4.308 8.003
H -1.384 -6.610 9.513
H 0.331 -6.792 9.932
H -0.664 -5.582 10.767
C 4.362 0.132 -12.997
C 4.505 -0.395 -14.354
N 4.616 -0.808 -15.418
H 4.810 -0.557 -12.284
H 4.861 1.096 -12.922
H 3.309 0.258 -12.756
*
```

Calculated values
E_HOMO: -0.370 Ha
LUMO energy: -3.48 eV
M: 1139.5 g mol⁻¹
calculated total energy: -4117.05890 hartree

Löwdin population analysis, charges in e, atoms 1 to 99: atom 1 (C): -0.1104, atom 2 (C): -0.2489, atom 3 (C): -0.2288, atom 4 (C): -0.1668, atom 5 (C): -0.1646, atom 6 (C): -0.1268, atom 7 (C): -0.1327, atom 8 (C): -0.0271, atom 9 (N): 0.0162, atom 10 (Si): 0.6199, atom 11 (C): -0.1696, atom 12 (C): -0.1465, atom 13 (C): -0.1578, atom 14 (C): -0.1675, atom 15 (C): -0.0760, atom 16 (C): -0.3354, atom 17 (O): -0.0682, atom 18 (C): -0.2133, atom 19 (N): 0.0257, atom 20 (C): -0.1292, atom 21 (P): 0.7064, atom 22 (N): -0.3025, atom 23 (C): -0.0435, atom 24 (C): -0.5110, atom 25 (O): 0.1385, atom 26 (O): 0.1246, atom 27 (H): 0.0709, atom 28 (H): 0.0664, atom 29 (H): 0.0575, atom 30 (H): 0.1020, atom 31 (H): 0.0998, atom 32 (H): 0.0999, atom 33 (H): 0.0517, atom 34 (H): 0.0993, atom 35 (H): 0.1123, atom 36 (H): 0.0956, atom 37 (H): 0.1181, atom 38 (H): 0.1228, atom 39 (H): 0.1176, atom 40 (H): 0.1202, atom 41 (H): 0.0509, atom 42 (H): 0.0372, atom 43 (H): 0.0413, atom 44 (H): 0.0430, atom 45 (H): 0.0181, atom 46 (H): 0.0423, atom 47 (H): 0.0173, atom 48 (H): -0.0057, atom 49 (H): 0.0501, atom 50 (H): 0.0965, atom 51 (H): 0.0911, atom 52 (H): 0.1085, atom 53 (H): 0.0884, atom 54 (H): 0.1186, atom 55 (H): 0.0850, atom 56 (H): 0.0740, atom 57 (H): 0.0076, atom 58 (H): 0.0394, atom 59 (H): 0.0204, atom 60 (H): -0.0453, atom 61 (H): 0.1080, atom 62 (C): -0.0609, atom 63 (C): -0.2594, atom 64 (N): 0.1548, atom 65 (H): 0.0867, atom 66 (H): 0.0580, atom 67 (H): 0.0805, atom 68 (C): -0.0121, atom 69 (C): -0.1247, atom 70 (N): 0.0478, atom 71 (H): 0.0794, atom 72 (H): 0.0896, atom 73 (H): 0.0468, atom 74 (C): -0.0737, atom 75 (C): -0.2689, atom 76 (N): 0.1411, atom 77 (H): 0.0751, atom 78 (H): 0.0490, atom 79 (H): 0.0584, atom 80 (C): -0.0783, atom 81 (C): -0.2553, atom 82 (N): 0.1305, atom 83 (H): 0.0872, atom 84 (H): 0.0763, atom 85 (H): 0.0727, atom 86 (C): -0.0618, atom 87 (C): -0.2776, atom 88 (N): 0.1268, atom 89 (H): 0.0843, atom 90 (H): 0.0347, atom 91 (H): 0.0843, atom 92 (C): -0.0597, atom 93 (C): -0.2673, atom 94 (N): 0.1315, atom 95 (H): 0.0845, atom 96 (H): 0.0197, atom 97 (H): 0.0920, atom 98 (C): -0.0742, atom 99 (C): -0.3041

The following is a quantum chemistry calculation of a cluster of 18 separate species, C54H99N9O27 in total at a distorted geometry, from the OMol25 dataset.

```
! RIJCOSX wB97M-V def2-TZVPD def2/J DEFGRID3
* xyz 0 1
O 7.960 -1.066 -2.772
C 6.899 -0.948 -2.160
N 6.078 0.054 -2.261
C 6.632 -1.944 -1.073
H 5.239 0.031 -1.699
H 6.216 0.619 -3.087
H 7.455 -1.946 -0.359
H 6.585 -2.899 -1.596
H 5.733 -1.736 -0.492
O -0.360 -4.619 2.632
C -0.704 -4.630 1.460
N -1.070 -5.693 0.814
C -0.651 -3.306 0.691
H -1.073 -6.599 1.261
H -1.220 -5.549 -0.174
H -0.584 -2.416 1.316
H -1.522 -3.154 0.053
H 0.283 -3.275 0.131
O -4.234 -1.870 -4.804
C -3.347 -2.668 -4.595
N -2.094 -2.226 -4.343
C -3.744 -4.078 -4.461
H -1.948 -1.257 -4.587
H -1.439 -2.804 -3.836
H -4.012 -4.369 -5.477
H -4.524 -4.199 -3.709
H -2.997 -4.856 -4.303
O 4.451 5.519 -1.723
C 3.743 4.734 -2.349
N 2.899 5.255 -3.204
C 3.759 3.234 -2.289
H 3.063 6.243 -3.335
H 2.201 4.827 -3.794
H 4.737 2.757 -2.340
H 3.219 2.854 -3.156
H 3.288 2.980 -1.339
O -0.278 4.905 0.303
C -0.680 4.456 -0.728
N 0.094 4.420 -1.861
C -2.024 3.739 -0.751
H -0.105 3.819 -2.648
H 0.996 4.872 -1.807
H -2.781 4.236 -0.145
H -2.017 2.722 -0.360
H -2.516 3.834 -1.719
O -5.361 4.937 -0.882
C -6.153 3.970 -0.654
N -6.869 3.924 0.415
C -6.103 2.810 -1.620
H -6.825 4.665 1.099
H -7.708 3.362 0.398
H -6.969 2.150 -1.679
H -5.237 2.179 -1.423
H -5.993 3.166 -2.644
O 6.333 3.210 2.561
C 5.847 2.092 2.328
N 5.159 1.409 3.240
C 5.986 1.534 0.967
H 4.796 1.947 4.015
H 4.805 0.513 2.938
H 5.435 0.630 0.706
H 7.016 1.464 0.617
H 5.676 2.271 0.227
O 0.001 2.301 -4.002
C -0.999 1.855 -4.540
N -0.967 1.737 -5.885
C -2.140 1.190 -3.869
H -0.251 2.180 -6.443
H -1.734 1.279 -6.359
H -2.898 0.842 -4.570
H -2.680 1.824 -3.166
H -1.849 0.270 -3.362
O -6.156 -5.309 0.841
C -5.614 -5.802 -0.088
N -6.190 -6.774 -0.809
C -4.299 -5.288 -0.514
H -7.142 -7.049 -0.613
H -5.605 -7.334 -1.413
H -4.284 -5.206 -1.601
H -3.577 -6.079 -0.313
H -3.853 -4.396 -0.075
O -1.636 6.452 4.462
C -2.162 5.388 4.120
O -2.228 4.360 4.848
C -2.857 3.292 4.311
C -2.583 3.471 2.809
C -2.706 4.962 2.728
H -3.888 3.285 4.664
H -2.299 2.417 4.645
H -3.204 2.990 2.053
H -1.583 3.048 2.717
H -3.707 5.393 2.706
H -2.313 5.484 1.856
O 3.991 3.421 5.047
C 3.082 4.067 4.532
O 2.419 5.039 5.152
C 1.454 5.586 4.300
C 2.186 5.375 2.958
C 2.634 3.990 3.034
H 1.255 6.639 4.497
H 0.589 4.926 4.254
H 2.949 6.097 2.668
H 1.467 5.397 2.139
H 3.364 3.889 2.230
H 1.823 3.264 2.977
O 3.181 0.004 -1.134
C 2.107 0.307 -0.603
O 0.908 0.164 -1.285
C -0.230 0.228 -0.444
C 0.235 0.728 0.926
C 1.738 0.711 0.850
H -0.646 -0.778 -0.383
H -1.078 0.783 -0.847
H -0.100 0.063 1.722
H -0.226 1.702 1.093
H 2.204 0.119 1.638
H 2.026 1.753 0.994
O 5.518 0.719 -5.087
C 4.453 0.437 -5.653
O 4.401 0.101 -6.979
C 3.130 -0.365 -7.395
C 2.225 -0.472 -6.099
C 3.034 0.426 -5.075
H 3.268 -1.389 -7.742
H 2.520 0.342 -7.957
H 1.987 -1.502 -5.833
H 1.280 -0.007 -6.378
H 3.261 -0.084 -4.138
H 2.663 1.440 -4.930
O -3.537 -3.255 5.975
C -3.460 -2.275 5.288
O -3.680 -1.098 5.789
C -3.721 -0.140 4.745
C -3.558 -0.910 3.434
C -2.982 -2.280 3.864
H -2.951 0.631 4.761
H -4.685 0.358 4.642
H -2.869 -0.408 2.754
H -4.515 -1.086 2.944
H -1.897 -2.188 3.809
H -3.361 -3.166 3.356
O -0.816 -3.873 -2.407
C 0.385 -3.750 -2.503
O 0.941 -2.554 -2.344
C 2.344 -2.575 -2.635
C 2.635 -3.854 -3.306
C 1.455 -4.759 -2.841
H 2.782 -2.548 -1.637
H 2.621 -1.643 -3.128
H 3.565 -4.269 -2.916
H 2.557 -3.814 -4.392
H 1.741 -5.210 -1.890
H 1.175 -5.471 -3.617
O -3.281 0.192 -0.576
C -4.432 -0.261 -0.456
O -5.126 -0.144 0.591
C -6.285 -0.914 0.629
C -6.564 -1.330 -0.821
C -5.231 -1.087 -1.493
H -7.078 -0.385 1.158
H -6.193 -1.808 1.245
H -7.349 -0.679 -1.205
H -6.806 -2.387 -0.934
H -5.230 -0.538 -2.434
H -4.720 -2.035 -1.661
O 0.193 1.755 4.073
C 0.654 0.833 4.678
O 0.288 -0.448 4.442
C 1.020 -1.290 5.216
C 2.235 -0.471 5.694
C 1.661 0.867 5.802
H 1.428 -2.125 4.646
H 0.561 -1.683 6.123
H 2.941 -0.631 4.879
H 2.677 -0.932 6.578
H 2.289 1.734 5.597
H 1.270 0.929 6.817
O 4.222 -1.180 2.670
C 3.940 -2.372 2.455
O 3.007 -2.783 1.557
C 3.002 -4.143 1.408
C 4.327 -4.711 1.912
C 4.764 -3.557 2.882
H 2.862 -4.405 0.360
H 2.122 -4.498 1.943
H 5.037 -4.813 1.091
H 4.182 -5.625 2.488
H 5.811 -3.254 2.868
H 4.524 -3.822 3.912
*
```

Calculated values
E_HOMO: -0.306 Ha
LUMO energy: -0.40 eV
M: 1306.4 g mol⁻¹
calculated total energy: -4641.45599 hartree

Löwdin population analysis, charges in e, atoms 1 to 99: atom 1 (O): 0.0164, atom 2 (C): -0.6442, atom 3 (N): 0.2005, atom 4 (C): -0.0132, atom 5 (H): 0.0583, atom 6 (H): 0.0911, atom 7 (H): 0.0886, atom 8 (H): 0.0801, atom 9 (H): 0.0544, atom 10 (O): 0.0209, atom 11 (C): -0.6273, atom 12 (N): 0.1870, atom 13 (C): 0.0081, atom 14 (H): 0.1331, atom 15 (H): 0.0953, atom 16 (H): 0.0752, atom 17 (H): 0.0714, atom 18 (H): 0.0683, atom 19 (O): 0.0215, atom 20 (C): -0.6189, atom 21 (N): 0.1937, atom 22 (C): -0.0135, atom 23 (H): 0.0762, atom 24 (H): 0.0554, atom 25 (H): 0.0930, atom 26 (H): 0.0759, atom 27 (H): 0.0734, atom 28 (O): 0.0357, atom 29 (C): -0.6237, atom 30 (N): 0.1442, atom 31 (C): 0.0164, atom 32 (H): 0.1246, atom 33 (H): 0.1047, atom 34 (H): 0.0825, atom 35 (H): 0.0596, atom 36 (H): 0.0804, atom 37 (O): 0.0521, atom 38 (C): -0.5730, atom 39 (N): 0.1785, atom 40 (C): 0.0010, atom 41 (H): 0.0493, atom 42 (H): 0.0761, atom 43 (H): 0.0580, atom 44 (H): 0.0600, atom 45 (H): 0.0713, atom 46 (O): -0.0173, atom 47 (C): -0.5890, atom 48 (N): 0.1766, atom 49 (C): 0.0009, atom 50 (H): 0.1278, atom 51 (H): 0.1157, atom 52 (H): 0.0715, atom 53 (H): 0.0669, atom 54 (H): 0.0882, atom 55 (O): 0.0060, atom 56 (C): -0.6102, atom 57 (N): 0.1886, atom 58 (C): -0.0151, atom 59 (H): 0.0726, atom 60 (H): 0.0371, atom 61 (H): 0.0503, atom 62 (H): 0.0913, atom 63 (H): 0.0780, atom 64 (O): 0.0129, atom 65 (C): -0.5693, atom 66 (N): 0.1598, atom 67 (C): 0.0036, atom 68 (H): 0.1134, atom 69 (H): 0.1039, atom 70 (H): 0.0766, atom 71 (H): 0.0810, atom 72 (H): 0.0774, atom 73 (O): 0.0707, atom 74 (C): -0.6641, atom 75 (N): 0.1610, atom 76 (C): -0.0107, atom 77 (H): 0.1184, atom 78 (H): 0.1061, atom 79 (H): 0.0642, atom 80 (H): 0.0722, atom 81 (H): 0.0807, atom 82 (O): 0.0804, atom 83 (C): -0.4935, atom 84 (O): 0.0711, atom 85 (C): -0.1906, atom 86 (C): -0.1303, atom 87 (C): -0.0709, atom 88 (H): 0.1384, atom 89 (H): 0.0950, atom 90 (H): 0.1120, atom 91 (H): 0.1010, atom 92 (H): 0.1250, atom 93 (H): 0.1098, atom 94 (O): 0.0638, atom 95 (C): -0.4270, atom 96 (O): 0.0513, atom 97 (C): -0.1282, atom 98 (C): -0.1795, atom 99 (C): -0.0814